Entry 1:
{
  "formula": "CH2ClO2S2",
  "method": "the ωB97M-V functional and the def2-TZVPD basis",
  "species": ["C", "O", "O", "S", "S", "Cl", "H", "H"],
  "positions_angstrom": [[-0.20378, -0.43413, -2.65476], [0.75966, -0.93822, 2.68631], [1.20047, 1.41703, 2.13636], [-1.56285, 0.57518, 2.43448], [0.28314, 0.24704, 2.00947], [-0.27150, -0.76334, -0.85064], [-1.09300, 0.15228, -2.80261], [0.88785, -0.25584, -2.95860]],
  "charge": -1,
  "energy_ha": -1446.29698,
  "lumo_energy_ev": [2.2, 3.3],
  "de_lowest_kj_mol": 261.55,
  "orbital_gap_ev": [5.5, 7.4],
  "homo_energy_ev": [-3.316, -4.151],
  "multiplicity": 1
}

---

Entry 2:
{
  "formula": "C4H2Br3Cl",
  "method": "the ωB97M-V functional and the def2-TZVPD basis",
  "species": ["Cl", "C", "C", "Br", "C", "Br", "C", "Br", "H", "H"],
  "positions_angstrom": [[-2.27220, -1.87352, -1.83572], [-1.10589, -1.56638, -0.51691], [-0.00932, -2.23071, -0.02512], [0.41097, -4.05511, 0.20591], [0.35335, -1.11568, 0.94159], [2.21345, -0.71454, 0.13241], [-1.07253, -0.51653, 0.60738], [-2.25425, -0.80613, 1.84775], [0.54839, -1.32484, 1.98630], [-1.24575, 0.47997, 0.01040]],
  "smiles": "ClC1=C(Br)[C@@H](Br)[C@@H]1Br",
  "energy_ha": -8335.74428,
  "lumo_energy_ev": -0.2,
  "de_lowest_kj_mol": 129.16,
  "orbital_gap_ev": 9.1,
  "homo_energy_ev": -9.307,
  "multiplicity": 1
}

---

Entry 3:
{
  "formula": "C8H8O",
  "method": "the ωB97M-V functional and the def2-TZVPD basis",
  "species": ["C", "C", "C", "C", "C", "C", "C", "C", "O", "H", "H", "H", "H", "H", "H", "H", "H"],
  "positions_angstrom": [[1.02630, -0.85512, -2.48454], [1.28696, -3.03786, 1.30349], [0.68673, -0.90868, -1.31290], [0.82471, -2.07524, 0.73201], [-0.47444, 1.37491, 0.03252], [-0.06988, 0.26598, 0.72888], [-0.71172, 2.73699, 0.65819], [0.34529, -0.91288, 0.07555], [-1.66560, -1.82151, -0.35587], [1.54100, -0.87340, -3.40409], [1.90078, -3.83812, 1.58333], [-0.64212, 1.47887, -1.06915], [0.02345, 0.19976, 1.85486], [-1.32050, 3.52117, 0.08575], [-1.08972, 2.54389, 1.59882], [0.16791, 3.24261, 0.96680], [-1.82916, -1.04136, -0.99363]],
  "energy_ha": -384.58804,
  "lumo_energy_ev": [-1.3, -1.0],
  "de_lowest_kj_mol": 670.55,
  "orbital_gap_ev": [8.4, 7.1],
  "homo_energy_ev": [-9.753, -8.120],
  "multiplicity": 1
}